2 unconnected molecules or ions with the total composition C23H48BrClIN4O8P2 at a distorted geometry. Source: the Open Molecules 2025 dataset; level of theory: ωB97M-V with the def2-TZVPD basis set.

- HOMO-LUMO gap (Eh) = 0.29096
- DFT total energy (eV) = -156197.3471
- total charge = +1
- strongest force on any atom (eV/A) = 8.15

XYZ file:
```
88
Properties=species:S:1:pos:R:3:mulliken_charge:R:1
I -3.605 -1.246 -1.929 0.25
Br 1.029 -3.876 -3.350 -0.15
Cl 0.209 3.064 -1.463 -0.27
P 2.644 -2.748 1.620 0.93
P -0.998 1.258 -1.564 0.30
O 2.540 0.844 -2.637 -0.54
O 3.338 2.317 -0.895 -0.51
O 4.152 -1.936 2.099 -0.56
O -2.586 1.978 -1.602 -0.47
O -1.839 2.406 4.682 -0.42
O 0.531 0.766 0.495 0.19
O 1.039 0.949 -6.809 -0.64
O 2.964 -3.629 0.194 -0.56
N -0.176 -2.047 1.107 0.31
N 2.513 -3.852 2.844 -0.91
N 1.218 2.149 4.988 -0.55
N 1.654 2.648 -5.479 -0.02
C 1.063 3.118 -7.821 -1.38
C -1.875 0.812 1.087 -0.69
C 2.859 0.968 -1.347 -0.15
C -3.023 2.766 2.417 -0.66
C 1.246 2.154 -6.682 0.90
C -3.341 -2.126 0.915 -0.19
C 0.945 0.638 5.139 -0.44
C -0.713 0.198 0.052 -1.22
C -0.427 -2.587 -2.722 -0.04
C -0.589 -1.525 -4.005 -0.47
C 1.143 -1.498 1.555 0.93
C -1.704 2.385 1.458 0.26
C 2.853 -0.207 -0.208 -0.41
C 1.611 -0.071 0.911 -0.69
C -2.613 3.369 3.883 -0.54
C 1.069 -1.244 3.215 -1.80
C 0.256 0.030 3.741 1.24
C -0.266 -3.533 1.240 -0.44
C -4.148 -3.591 0.859 -1.08
C -0.813 -1.431 -0.163 2.13
C -2.323 -2.036 -0.349 -2.35
C 0.140 -1.834 -1.440 0.33
C 1.947 4.016 -5.126 -0.83
H -2.113 4.418 3.743 0.32
H -1.384 -3.232 -2.666 0.41
H 2.177 -1.153 3.653 0.67
H -3.682 3.563 1.844 0.29
H -2.556 2.976 -1.680 0.42
H -0.830 -0.331 4.082 0.30
H 2.170 0.507 1.800 0.46
H 2.983 4.062 -4.783 0.27
H -3.637 3.556 4.466 0.33
H 0.736 2.573 -8.711 0.29
H 1.809 4.701 -5.963 0.38
H 0.127 0.948 3.041 -1.07
H 2.011 3.614 -8.049 0.38
H 0.235 0.545 6.071 0.25
H 2.790 -1.231 -0.812 0.25
H 1.984 0.158 5.382 0.33
H 3.322 -4.543 0.486 0.41
H 3.297 -3.734 3.527 0.25
H -0.018 -3.771 2.387 0.44
H 4.817 -2.703 2.239 0.38
H 0.417 -4.159 0.496 0.28
H 1.753 1.935 -4.765 0.14
H 2.109 2.386 5.521 0.30
H -1.762 3.141 0.567 0.32
H 3.903 -0.080 0.345 0.61
H -1.695 -1.462 -4.394 0.16
H -3.686 1.786 2.541 0.29
H 0.628 -2.213 3.759 -0.03
H -1.578 2.881 5.525 0.30
H -4.208 -1.312 0.813 0.44
H -0.202 -0.449 -3.758 0.00
H 0.994 -2.549 -1.004 -0.28
H -2.923 -2.039 1.983 0.14
H -3.411 -4.488 0.582 0.28
H 0.778 -0.918 -1.867 -0.42
H 0.297 3.857 -7.568 0.36
H -5.021 -3.594 0.081 0.30
H -0.822 -1.677 1.869 0.46
H -2.962 0.689 0.608 0.48
H -2.192 -3.187 -0.672 0.68
H 3.162 2.913 -1.694 0.41
H -1.331 -4.029 1.139 0.11
H 1.284 4.303 -4.306 0.20
H 1.448 2.390 3.998 0.19
H 0.070 -1.905 -4.924 0.37
H -4.486 -3.805 1.971 0.36
H -1.956 0.169 2.092 0.12
H -0.769 2.679 2.093 -0.06
```


9 unconnected molecules or ions with the total composition C23H48BrO37PS9 at a distorted geometry. Source: the Open Molecules 2025 dataset; level of theory: ωB97M-V with the def2-TZVPD basis set.

- HOMO-LUMO gap (Eh) = 0.32623
- DFT total energy (eV) = -277219.8934
- total charge = 0
- strongest force on any atom (eV/A) = 7.39

XYZ file:
```
119
Properties=species:S:1:pos:R:3:mulliken_charge:R:1
Br 5.587 3.604 -1.750 -0.16
S 9.247 7.075 1.869 1.07
S -3.098 -5.595 1.220 0.97
S -6.108 -2.566 2.887 0.94
S 3.118 -4.072 2.834 0.97
S -1.576 4.791 -3.587 1.10
S 1.377 1.372 -6.373 1.12
S 3.537 4.952 0.829 0.56
S -0.090 -5.764 -1.381 1.01
S -7.799 3.092 -1.088 1.08
P 5.850 3.296 0.484 0.41
O 6.107 1.545 0.648 -0.51
O -6.658 2.162 -1.789 -0.31
O -7.899 2.278 0.321 -0.33
O 2.518 0.441 -7.074 -0.32
O 1.316 -5.051 -1.795 -0.34
O 0.137 1.183 -7.092 -0.57
O -7.132 -3.476 3.772 -0.29
O 1.277 0.557 -4.963 -0.21
O -4.206 -4.411 1.057 -0.07
O 4.398 3.593 1.393 -0.26
O 8.138 8.259 1.706 -0.32
O -1.755 5.725 -2.497 -0.56
O 10.560 7.645 1.676 -0.53
O -0.651 -6.376 -2.564 -0.63
O -1.816 -0.621 2.398 -0.31
O 1.944 2.674 -6.109 -0.54
O -9.039 2.903 -1.808 -0.54
O 3.746 -5.252 3.768 -0.31
O 0.538 -6.944 -0.447 -0.32
O 2.557 -4.684 1.650 -0.59
O 8.893 6.283 3.026 -0.55
O 2.375 -3.166 3.680 -0.51
O 4.471 6.060 0.264 -0.47
O -0.833 -4.859 -0.535 -0.26
O -4.937 -3.362 2.592 -0.35
O -0.008 4.348 -3.624 -0.19
O -5.715 -1.496 4.052 -0.31
O 4.525 -3.359 2.419 -0.27
O -1.784 -5.025 1.028 -0.27
O 8.850 6.228 0.533 -0.30
O -3.451 -6.387 2.378 -0.68
O -7.232 4.394 -0.825 -0.52
O -6.869 -1.880 1.869 -0.54
O 2.561 4.388 -0.496 -0.09
O -3.494 -6.442 -0.116 -0.33
O -1.593 5.630 -4.985 -0.32
O -2.392 3.610 -3.753 -0.55
C 0.549 4.679 -4.895 -0.10
C 1.916 -0.708 -5.113 -0.35
C 3.046 -0.470 -6.112 -0.38
C 2.377 -5.606 -1.019 0.08
C 5.585 -3.914 3.195 -0.34
C -4.831 -4.517 -0.221 -0.34
C -1.625 1.300 0.794 -0.34
C -1.556 -2.058 2.616 0.74
C -6.130 1.250 -0.827 -0.21
C 1.940 -7.031 -0.690 -0.45
C 7.514 8.153 0.427 -0.30
C 5.148 -5.339 3.524 -0.35
C -1.002 -2.236 4.182 -0.87
C -0.737 2.687 0.947 -0.71
C -0.249 5.882 -5.390 -0.39
C 0.695 2.632 0.086 -0.07
C -0.898 -0.037 1.407 -0.17
C -6.953 -3.164 5.152 -0.38
C 1.170 4.225 -0.046 -0.44
C 7.579 6.672 0.063 -0.03
C -7.260 1.012 0.171 -0.19
C -4.765 -5.998 -0.585 -0.52
C -6.565 -1.688 5.181 -0.37
H 6.523 -3.889 2.633 0.33
H -1.366 3.562 0.445 0.31
H -7.997 0.307 -0.228 0.27
H 6.485 8.521 0.473 0.30
H 8.086 8.759 -0.283 0.28
H 2.483 -5.006 -0.109 0.09
H 7.484 6.503 -1.012 0.37
H -1.198 -3.339 4.563 0.26
H -5.271 1.726 -0.343 0.29
H -2.608 -2.597 2.571 -0.46
H -5.859 -4.148 -0.175 0.34
H 3.314 -5.581 -1.581 0.32
H 1.615 4.903 -4.798 0.27
H 2.281 -1.072 -4.150 0.32
H -0.732 -0.809 0.533 0.13
H -1.566 -1.524 4.928 0.27
H 0.418 3.819 -5.559 0.13
H -6.895 0.648 1.135 0.18
H 0.153 -2.030 4.179 0.16
H 6.807 6.102 0.590 0.03
H 3.369 -1.394 -6.598 0.31
H 1.179 -1.413 -5.513 0.29
H -7.869 -3.365 5.714 0.32
H -7.444 -1.047 5.059 0.30
H 0.084 6.804 -4.900 0.29
H 2.459 -7.435 0.182 0.31
H -4.258 -3.911 -0.931 0.24
H 5.995 1.380 1.650 0.33
H 3.905 0.005 -5.628 0.29
H -0.804 -2.541 1.860 0.17
H 0.567 2.152 -0.979 0.18
H -6.144 -3.792 5.538 0.29
H 1.526 2.019 0.639 0.18
H -0.189 6.005 -6.474 0.33
H -6.042 -1.417 6.102 0.34
H 5.691 -3.314 4.105 0.29
H -1.945 1.086 -0.317 0.27
H -2.626 1.483 1.414 0.18
H 5.302 -6.005 2.669 0.26
H -5.538 -6.568 -0.058 0.31
H 0.495 4.815 -0.831 0.03
H -5.807 0.326 -1.314 0.28
H 2.094 -7.697 -1.546 0.34
H 5.667 -5.743 4.397 0.32
H -4.860 -6.167 -1.661 0.35
H -0.445 2.919 2.062 0.24
H 0.938 4.707 1.006 0.38
H 0.100 0.228 1.991 0.17
```


A molecular structure, C23H48Cl16I2Nb at a distorted geometry. Source: the Open Molecules 2025 dataset; level of theory: ωB97M-V with the def2-TZVPD basis set.

- HOMO-LUMO gap (Eh) = 0.24688
- DFT total energy (eV) = -242736.6677
- total charge = -1
- strongest force on any atom (eV/A) = 2.15

XYZ file:
```
90
Properties=species:S:1:pos:R:3:mulliken_charge:R:1
I 1.821 2.154 -5.902 -0.07
I 1.771 -0.479 -3.430 -0.01
Nb 0.293 1.701 -0.807 -0.89
Cl -3.542 -5.593 -0.324 -0.19
Cl -2.674 1.501 -4.430 -0.15
Cl -5.162 -7.914 -2.232 -0.21
Cl -0.996 1.036 5.984 -0.20
Cl 3.024 2.210 7.903 -0.22
Cl -5.017 0.989 -8.336 -0.19
Cl 2.282 -2.607 0.812 -0.11
Cl 0.662 -10.470 1.435 -0.20
Cl 3.293 5.794 4.329 -0.12
Cl 4.603 5.225 7.736 -0.22
Cl -3.526 3.666 -1.989 -0.14
Cl 0.448 -4.782 -1.055 -0.21
Cl -6.170 -1.071 -5.878 -0.18
Cl 1.797 0.810 4.089 -0.12
Cl -0.305 -8.945 -1.457 -0.20
Cl 6.500 6.252 3.335 -0.19
C -1.372 2.676 1.786 -0.31
C -2.801 2.143 1.566 -0.90
C 1.978 -3.985 -1.528 -0.04
C -4.227 -0.486 -7.716 -0.33
C 0.561 3.821 -3.686 -0.96
C 3.513 3.085 6.424 -0.27
C -4.459 3.320 -3.463 -0.61
C 1.057 1.493 -2.970 0.18
C -3.691 -7.000 -2.666 -0.39
C 0.178 -8.145 0.066 0.10
C 5.265 7.518 3.571 -0.37
C -0.426 -0.394 5.082 -0.32
C 1.251 -8.913 0.789 -0.54
C -0.291 1.652 1.373 -0.34
C -5.228 -1.538 -7.318 -0.43
C 2.904 -3.797 -0.355 -0.49
C 4.797 3.845 6.614 -0.33
C -2.807 -6.740 -1.477 -0.12
C 1.090 2.428 -3.914 -0.01
C 2.456 1.994 -0.181 -1.22
C -4.326 1.876 -3.872 -0.43
C 1.078 -0.489 5.067 -0.46
C 4.336 7.186 4.709 -0.49
H 0.052 3.524 -0.818 0.00
H 3.067 -4.732 0.176 0.32
H 1.600 -8.329 1.638 0.34
H -4.561 1.205 -3.051 0.33
H 3.862 -3.425 -0.714 0.29
H 3.642 2.338 5.643 0.19
H -4.706 -2.460 -7.069 0.28
H 2.945 1.022 -0.076 0.29
H 3.679 8.031 4.908 0.37
H 2.577 2.552 0.747 0.36
H -3.379 2.276 2.479 0.36
H -0.652 0.637 1.567 0.37
H -4.998 1.661 -4.703 0.26
H 0.893 4.472 -4.492 0.40
H 5.129 4.254 5.664 0.19
H 0.926 4.235 -2.755 0.24
H 1.381 -1.432 4.616 0.29
H -4.106 3.979 -4.252 0.34
H -3.597 -0.868 -8.518 0.33
H -2.781 1.077 1.360 0.24
H 3.021 2.530 -0.949 0.39
H 1.494 -0.430 6.070 0.31
H 1.734 -3.034 -1.993 -0.19
H 5.795 8.443 3.790 0.30
H 2.697 3.741 6.140 0.23
H 4.887 6.954 5.616 0.20
H -5.502 3.553 -3.253 0.35
H 0.606 1.762 1.979 0.03
H -3.591 -0.197 -6.882 0.19
H -0.711 -8.031 0.682 0.37
H 2.450 -4.626 -2.271 0.31
H 0.317 -0.134 -0.672 0.15
H -1.241 2.891 2.847 0.27
H -1.207 3.584 1.215 0.28
H -3.149 -7.600 -3.394 0.27
H 5.577 3.200 7.010 0.41
H -1.445 1.609 -1.389 0.07
H 4.725 7.635 2.635 0.32
H -0.843 -1.269 5.576 0.35
H -0.825 -0.332 4.073 0.18
H -3.292 2.666 0.755 0.08
H -1.872 -6.298 -1.814 0.12
H -0.526 3.818 -3.711 0.13
H 2.094 -9.124 0.137 0.34
H 0.554 -7.157 -0.200 -0.17
H -4.003 -6.072 -3.136 0.34
H -5.931 -1.741 -8.121 0.32
H -2.592 -7.655 -0.942 0.18
```


A molecular structure, C23H48CoFN2O2PS2Si2. Source: the Open Molecules 2025 dataset; level of theory: ωB97M-V with the def2-TZVPD basis set.

- multiplicity = 4
- HOMO-LUMO gap (spin up / spin down) (Eh) = 0.22080 / 0.22542
- DFT total energy (eV) = -118765.8325
- total charge = 0
- strongest force on any atom (eV/A) = 0.93
- expectation value of S² = 3.761

XYZ file:
```
82
Properties=species:S:1:pos:R:3:mulliken_charge:R:1
Co 0.363 -0.033 -0.930 -0.59
S 0.546 0.886 1.295 -0.03
S 3.685 0.003 2.551 -0.47
P 1.905 0.770 2.819 0.39
Si 0.232 -2.413 -3.228 0.19
Si 1.538 -2.713 -0.317 0.18
F -0.295 5.428 -3.675 -0.37
O 1.295 -0.073 4.042 -0.38
O 1.891 2.242 3.503 -0.22
N -2.136 0.284 -0.636 0.53
N -4.494 -1.035 0.298 -0.04
C -3.775 -0.087 1.195 -1.01
C 0.170 0.051 4.895 0.44
C 0.391 -4.276 -3.668 -1.27
C -4.448 -0.517 -1.098 -1.11
C 0.953 4.119 2.273 -1.04
C 0.871 4.012 -2.168 -0.71
C 1.030 -2.793 1.533 -0.65
C 0.306 1.229 5.852 -1.32
C 3.307 3.315 1.837 -1.04
C 2.207 3.478 2.871 0.45
C -2.971 -0.479 -1.529 -0.36
C 2.213 -4.458 -0.715 -1.29
C 2.948 -1.464 -0.583 -0.68
C 0.079 -2.087 -1.370 -0.13
C -0.561 1.859 -3.122 1.13
C 0.341 1.627 -2.077 -0.91
C -2.311 -0.086 0.749 -0.85
C -0.767 3.111 -3.681 -0.83
C -1.139 0.112 4.115 -0.88
C -1.325 -1.892 -4.246 -1.19
C 1.722 -1.460 -3.932 -0.89
C 1.074 2.742 -1.654 0.06
C -0.060 4.181 -3.172 0.35
H -1.173 -2.127 -5.295 0.43
H 0.603 3.537 1.425 0.05
H 1.177 5.130 1.939 0.47
H 1.901 -3.006 2.144 0.35
H 2.570 4.108 3.695 0.26
H 0.199 -0.884 5.473 0.30
H 1.727 -1.402 -5.015 0.43
H -1.983 0.014 4.794 0.51
H -0.263 -4.884 -3.052 0.32
H 0.140 -4.478 -4.705 0.37
H -2.231 1.284 -0.777 0.41
H -1.115 1.025 -3.536 0.17
H 3.545 4.273 1.380 0.48
H 1.420 4.862 -1.790 0.48
H 2.651 -1.922 -3.620 0.30
H -2.893 -0.063 -2.533 0.41
H 3.630 -1.774 -1.367 0.41
H 1.832 2.631 -0.889 0.26
H 1.286 1.213 6.322 0.35
H 2.974 2.622 1.068 -0.05
H -3.967 -1.921 0.315 0.40
H -5.453 -1.216 0.614 0.36
H -1.212 1.063 3.592 0.19
H -2.230 -2.406 -3.932 0.31
H 2.522 -0.490 -0.880 0.08
H -1.722 0.605 1.355 0.19
H -1.881 -1.083 0.896 0.34
H -1.505 -0.825 -4.191 0.36
H -2.579 -1.499 -1.573 -0.09
H 1.715 -0.442 -3.544 0.13
H 0.195 2.166 5.310 0.17
H -5.018 -1.176 -1.753 0.47
H -3.858 -0.417 2.230 0.46
H -1.163 -0.694 3.386 0.04
H -4.227 0.901 1.092 0.36
H 2.822 -4.839 0.099 0.34
H 1.402 -4.630 -3.506 0.32
H 4.200 2.903 2.301 0.35
H -4.897 0.478 -1.106 0.40
H -1.466 3.263 -4.493 0.48
H 0.164 4.163 3.023 0.24
H 0.646 -1.837 1.871 -0.28
H 3.520 -1.297 0.324 0.18
H 1.416 -5.171 -0.893 0.35
H 2.833 -4.446 -1.604 0.33
H -0.461 1.165 6.626 0.47
H -0.862 -2.499 -0.983 0.47
H 0.284 -3.559 1.737 0.41
```